Below is C48H26BBr2N10O2Sc as an isolated structure, with properties calculated with ωB97M-V with the def2-TZVPD basis set.

Charge: 0
HOMO level (alpha / beta), eV: -6.3 / -6.3
Multiplicity: 1
Energy relative to the best compared isomer or geometry (same formula, charge and spin), kcal per mole: 11.1
Strongest force on any atom, eV Å⁻¹: 0.3

Each line ends with the Löwdin charge.
Cartesian coordinates (Å):
1 Sc -0.152 -0.077 0.240  0.94
2 C 0.856 -5.482 3.900  -0.07
3 C 2.198 -5.095 3.830  -0.07
4 C 2.611 -4.083 2.976  0.00
5 C 1.636 -3.469 2.207  -0.09
6 C 1.702 -2.383 1.224  -0.27
7 N 2.832 -1.821 0.859  0.22
8 C 2.885 -0.862 -0.061  -0.26
9 C 4.150 -0.379 -0.605  -0.10
10 C 5.472 -0.721 -0.338  -0.01
11 C 6.454 -0.055 -1.046  -0.08
12 C 6.127 0.919 -2.002  -0.08
13 C 4.813 1.251 -2.273  -0.01
14 C 3.824 0.588 -1.554  -0.11
15 C 2.370 0.676 -1.569  -0.30
16 N 1.715 1.494 -2.353  0.22
17 C 0.388 1.505 -2.467  -0.28
18 N -0.487 0.676 -1.852  0.09
19 C -1.733 0.915 -2.343  -0.28
20 N -2.836 0.222 -2.084  0.22
21 C -2.885 -0.800 -1.265  -0.30
22 N -1.899 -1.251 -0.414  0.08
23 C -2.358 -2.347 0.226  -0.26
24 N -1.708 -3.112 1.103  0.22
25 C -0.423 -2.992 1.336  -0.26
26 N 0.450 -2.115 0.761  0.06
27 C 0.302 -3.853 2.277  -0.09
28 C -0.114 -4.870 3.122  0.00
29 C -3.732 -2.617 -0.174  -0.10
30 C -4.632 -3.615 0.186  -0.01
31 C -5.876 -3.596 -0.415  -0.08
32 C -6.212 -2.611 -1.358  -0.08
33 C -5.314 -1.626 -1.723  -0.01
34 C -4.064 -1.640 -1.111  -0.11
35 C -1.677 2.027 -3.276  -0.11
36 C -2.652 2.688 -4.020  -0.01
37 C -2.241 3.732 -4.824  -0.08
38 C -0.889 4.107 -4.903  -0.08
39 C 0.082 3.445 -4.179  -0.01
40 C -0.331 2.401 -3.354  -0.11
41 N 1.857 -0.198 -0.633  0.07
42 H 0.574 -6.275 4.581  0.10
43 H 2.924 -5.596 4.457  0.10
44 H 3.645 -3.774 2.912  0.11
45 H 5.707 -1.478 0.398  0.11
46 H 7.496 -0.285 -0.868  0.10
47 H 6.927 1.416 -2.536  0.10
48 H 4.555 1.995 -3.015  0.11
49 H -1.153 -5.164 3.171  0.11
50 H -4.357 -4.371 0.910  0.11
51 H -6.608 -4.352 -0.162  0.10
52 H -7.195 -2.633 -1.810  0.10
53 H -5.564 -0.872 -2.456  0.11
54 H -3.690 2.389 -3.960  0.11
55 H -2.970 4.275 -5.412  0.10
56 H -0.610 4.929 -5.550  0.10
57 H 1.127 3.720 -4.238  0.11
58 Br 2.128 6.539 -0.136  0.79
59 C 1.517 4.784 0.164  -0.66
60 C 2.408 3.789 0.518  -0.07
61 C 1.908 2.510 0.680  -0.09
62 N 0.622 2.204 0.523  0.07
63 C -0.244 3.190 0.263  -0.18
64 C 0.168 4.500 0.051  -0.04
65 C -1.678 2.808 0.332  -0.18
66 C -2.703 3.732 0.173  -0.04
67 C -3.998 3.314 0.420  -0.66
68 Br -5.424 4.523 0.201  0.79
69 C -4.242 2.023 0.848  -0.07
70 C -3.160 1.166 0.944  -0.09
71 N -1.912 1.533 0.663  0.07
72 H 3.462 3.985 0.650  0.11
73 H 2.567 1.693 0.946  0.13
74 H -0.532 5.284 -0.190  0.10
75 H -2.509 4.748 -0.132  0.10
76 H -5.237 1.677 1.084  0.11
77 H -3.299 0.139 1.258  0.13
78 O -1.159 0.148 3.573  0.09
79 B -0.057 0.109 2.677  -0.40
80 O 1.123 0.133 3.467  0.10
81 C 0.735 0.166 4.778  -0.22
82 C 1.517 0.184 5.912  0.00
83 C 0.849 0.211 7.136  -0.10
84 C -0.540 0.219 7.201  -0.10
85 C -1.321 0.200 6.046  0.00
86 C -0.650 0.174 4.843  -0.23
87 H 2.597 0.173 5.850  0.12
88 H 1.424 0.224 8.052  0.10
89 H -1.026 0.239 8.168  0.10
90 H -2.401 0.203 6.087  0.12